This record from OMol25 describes C2H3N in the gas phase in a non-equilibrium geometry. The level of theory is the ωB97M-V functional and the def2-TZVPD basis.

Computed properties:
Energy above the lowest of the compared OMol25 structures with the same formula, charge and spin = 1.310 eV
Largest force on an atom = 5.145 eV Å⁻¹
SMILES = CC#N
Energy = -132.7036 Ha
Multiplicity = 1
Frontier orbital gap = 0.4638 Ha

Last columns: bonded neighbours and bond lengths (Å).
Cartesian coordinates (Å):
1 C 1.9608 0.0646 -0.0321  C2 1.787, N3 1.144
2 C 0.1755 -0.0045 0.0203  C1 1.787, H4 1.078, H5 1.107, H6 1.150
3 N 3.1003 -0.0288 0.0159  C1 1.144
4 H -0.0647 0.6230 0.8639  C2 1.078
5 H -0.0004 -1.0965 -0.0223  C2 1.107
6 H -0.4215 0.4217 -0.8656  C2 1.150

For each atom in turn, the Mulliken charge in e is: number 1, C, carries 0.1791; number 2, C, carries -0.6169; number 3, N, carries -0.3282; number 4, H, carries 0.2569; number 5, H, carries 0.2488; number 6, H, carries 0.2603